Entry 1:
Entry from OMol25: a single C28H34N2O6S2 molecule at a distorted geometry (ωB97M-V/def2-TZVPD).

Each atom is followed by the atoms it is bonded to, with distances in Å.
Positions of all 72 atoms, in Å:
1 C -6.589 -0.345 1.813  H2 1.087, H3 1.087, C4 1.527, H72 1.086
2 H -6.863 0.010 2.803  C1 1.087
3 H -6.932 -1.371 1.706  C1 1.087
4 C -5.076 -0.246 1.631  C1 1.527, N5 1.443, H70 1.091, H71 1.097
5 N -4.673 -0.616 0.296  C4 1.443, S6 1.645, C56 1.452
6 S -3.797 0.428 -0.625  N5 1.645, O7 1.431, O8 1.438, C9 1.799
7 O -4.011 0.098 -2.001  S6 1.431
8 O -4.112 1.760 -0.185  S6 1.438
9 C -2.063 0.140 -0.243  S6 1.799, C10 1.381, C14 1.382
10 C -1.217 -0.231 -1.270  C9 1.381, C11 1.384, H55 1.078
11 C 0.118 -0.469 -0.994  C10 1.384, C12 1.381, H54 1.077
12 C 0.572 -0.314 0.301  C11 1.381, C13 1.381, S17 1.792
13 C -0.272 0.061 1.329  C12 1.381, C14 1.385, H16 1.078
14 C -1.608 0.298 1.052  C9 1.382, C13 1.385, H15 1.078
15 H -2.289 0.611 1.828  C14 1.078
16 H 0.134 0.170 2.322  C13 1.078
17 S 2.289 -0.693 0.644  C12 1.792, O18 1.438, O19 1.433, N20 1.676
18 O 2.609 -0.239 1.970  S17 1.438
19 O 2.476 -2.082 0.348  S17 1.433
20 N 3.109 0.201 -0.513  S17 1.676, C21 1.448, C36 1.457
21 C 4.308 -0.430 -1.022  N20 1.448, H22 1.093, H23 1.092, C24 1.537
22 H 4.749 0.214 -1.787  C21 1.093
23 H 4.001 -1.368 -1.490  C21 1.092
24 C 5.359 -0.781 0.043  C21 1.537, C25 1.532, O31 1.425, H35 1.099
25 C 5.996 0.415 0.760  C24 1.532, H26 1.087, C27 1.527, H34 1.092
26 H 5.450 0.683 1.660  C25 1.087
27 C 7.407 -0.098 1.039  C25 1.527, H28 1.088, C29 1.527, H33 1.090
28 H 8.135 0.698 1.174  C27 1.088
29 C 7.668 -0.926 -0.217  C27 1.527, H30 1.092, O31 1.417, H32 1.100
30 H 8.379 -1.741 -0.062  C29 1.092
31 O 6.423 -1.491 -0.585  C24 1.425, C29 1.417
32 H 8.037 -0.287 -1.033  C29 1.100
33 H 7.407 -0.740 1.920  C27 1.090
34 H 6.042 1.278 0.092  C25 1.092
35 H 4.878 -1.447 0.773  C24 1.099
36 C 3.148 1.623 -0.195  N20 1.457, C37 1.506, H52 1.095, H53 1.092
37 C 1.816 2.242 -0.525  C36 1.506, C38 1.392, C42 1.381
38 C 1.382 2.295 -1.846  C37 1.392, C39 1.381, H51 1.079
39 C 0.127 2.791 -2.138  C38 1.381, C40 1.385, H50 1.080
40 C -0.715 3.240 -1.134  C39 1.385, C41 1.390, H49 1.078
41 C -0.283 3.207 0.187  C40 1.390, C42 1.397, O44 1.355
42 C 0.991 2.713 0.477  C37 1.381, C41 1.397, H43 1.079
43 H 1.307 2.686 1.509  C42 1.079
44 O -1.013 3.609 1.256  C41 1.355, C45 1.415
45 C -2.299 4.154 1.034  O44 1.415, H46 1.094, H47 1.094, H48 1.089
46 H -2.976 3.426 0.577  C45 1.094
47 H -2.244 5.051 0.409  C45 1.094
48 H -2.669 4.428 2.021  C45 1.089
49 H -1.702 3.594 -1.386  C40 1.078
50 H -0.213 2.827 -3.162  C39 1.080
51 H 2.026 1.935 -2.633  C38 1.079
52 H 3.379 1.769 0.866  C36 1.095
53 H 3.931 2.086 -0.800  C36 1.092
54 H 0.813 -0.769 -1.761  C11 1.077
55 H -1.624 -0.330 -2.262  C10 1.078
56 C -4.683 -2.004 -0.130  N5 1.452, C57 1.507, H68 1.093, H69 1.092
57 C -3.299 -2.601 -0.176  C56 1.507, C58 1.388, C62 1.391
58 C -2.730 -2.963 -1.390  C57 1.388, C59 1.384, H67 1.080
59 C -1.436 -3.450 -1.443  C58 1.384, C60 1.384, H66 1.080
60 C -0.687 -3.572 -0.285  C59 1.384, C61 1.384, H65 1.079
61 C -1.253 -3.230 0.932  C60 1.384, C62 1.383, H64 1.079
62 C -2.552 -2.758 0.986  C57 1.391, C61 1.383, H63 1.081
63 H -2.988 -2.505 1.942  C62 1.081
64 H -0.676 -3.330 1.838  C61 1.079
65 H 0.334 -3.918 -0.322  C60 1.079
66 H -1.006 -3.727 -2.394  C59 1.080
67 H -3.304 -2.848 -2.297  C58 1.080
68 H -5.126 -2.035 -1.129  C56 1.093
69 H -5.321 -2.563 0.557  C56 1.092
70 H -4.772 0.794 1.754  C4 1.091
71 H -4.564 -0.862 2.380  C4 1.097
72 H -7.087 0.268 1.067  C1 1.086

The gap between HOMO and LUMO comes out at 0.3151 Ha. The SMILES is CCN(Cc1ccccc1)S(=O)(=O)c1ccc(S(=O)(=O)N(Cc2cccc(OC)c2)C[C@@H]2CCCO2)cc1. The multiplicity is 1. The net charge is 0. The LUMO energy comes out at 0.0061 Eh.



Entry 2:
Entry from OMol25: a single C5H11NO3 molecule at a distorted geometry (ωB97M-V/def2-TZVPD).

Each atom is followed by the atoms it is bonded to, with distances in Å.
Positions of all 20 atoms, in Å:
1 C 0.150 0.439 0.070  N5 1.378, C6 1.884, O7 1.371, O8 1.384
2 C 0.661 -1.839 -0.594  N5 1.463, H12 1.091, H13 1.093, H14 1.094
3 C 1.025 0.115 -2.242  N5 1.811, H15 1.090, H16 1.090, H17 1.090
4 C -1.654 0.831 2.239  C6 1.517, H18 1.093, H19 1.094, H20 1.091
5 N 0.031 -0.551 -0.882  C1 1.378, C2 1.463, C3 1.811
6 C -0.930 -0.246 1.453  C1 1.884, C4 1.517, O9 1.213
7 O 1.399 0.730 0.555  C1 1.371, H10 0.970
8 O -0.467 1.618 -0.309  C1 1.384, H11 0.972
9 O -1.018 -1.398 1.821  C6 1.213
10 H 1.370 1.669 0.794  O7 0.970
11 H -1.078 1.338 -1.012  O8 0.972
12 H 0.059 -2.445 0.086  C2 1.091
13 H 1.676 -1.735 -0.203  C2 1.093
14 H 0.679 -2.441 -1.508  C2 1.094
15 H 0.675 -0.471 -3.092  C3 1.090
16 H 0.863 1.172 -2.450  C3 1.090
17 H 2.075 -0.054 -2.001  C3 1.090
18 H -2.385 1.304 1.579  C4 1.093
19 H -2.192 0.396 3.086  C4 1.094
20 H -0.939 1.567 2.612  C4 1.091

The gap between HOMO and LUMO comes out at 0.3279 Ha. As for the relative energy (zero: lowest compared OMol25 entry of this formula, charge and spin): 75.7 kcal/mol. The SMILES is CC(=O)C(O)(O)N(C)C. The multiplicity is 1. The net charge is 0. The LUMO energy comes out at 0.0254 Eh.



Entry 3:
Entry from OMol25: 2 unconnected molecules or ions with the total composition C5H14N3 at a distorted geometry (ωB97M-V/def2-TZVPD).

Each atom is followed by the atoms it is bonded to, with distances in Å.
Positions of all 22 atoms, in Å:
1 C -1.570 -1.385 -0.581  C2 1.458, N6 1.332, N8 1.283
2 C -1.873 0.031 -0.405  C1 1.458, H9 1.055, H10 1.114, H11 1.048
3 C 0.827 2.303 -0.139  C5 1.347, H12 1.069, H14 1.184
4 C 2.042 1.036 1.795  C5 1.547, H15 1.070, H16 1.014, H17 1.067
5 C 1.586 1.298 0.339  C3 1.347, C4 1.547, N7 1.420
6 N -2.652 -2.133 -0.794  C1 1.332, H18 1.066, H19 1.059
7 N 1.933 0.155 -0.430  C5 1.420, H20 0.994, H21 0.983
8 N -0.442 -1.961 -0.382  C1 1.283, H13 1.007, H22 1.026
9 H -1.029 0.641 -0.569  C2 1.055
10 H -2.697 0.355 -1.081  C2 1.114
11 H -2.327 0.102 0.536  C2 1.048
12 H 0.468 3.165 0.381  C3 1.069
13 H -0.356 -2.933 -0.631  N8 1.007
14 H 0.617 2.415 -1.299  C3 1.184
15 H 1.707 0.106 2.204  C4 1.070
16 H 3.039 1.191 1.697  C4 1.014
17 H 1.716 1.877 2.364  C4 1.067
18 H -3.566 -1.588 -0.728  N6 1.066
19 H -2.630 -3.189 -0.713  N6 1.059
20 H 2.120 0.314 -1.394  N7 0.994
21 H 2.645 -0.333 0.039  N7 0.983
22 H 0.441 -1.467 -0.211  N8 1.026

The gap between HOMO and LUMO comes out at 0.3230 Ha. As for the relative energy (zero: lowest compared OMol25 entry of this formula, charge and spin): 32.4 kcal/mol. The multiplicity is 1. The net charge is +1. The LUMO energy comes out at -0.1139 Eh.



Entry 4:
Entry from OMol25: 13 unconnected molecules or ions with the total composition C19H64O19 at a distorted geometry (ωB97M-V/def2-TZVPD).

Each atom is followed by the atoms it is bonded to, with distances in Å.
Positions of all 102 atoms, in Å:
1 C 4.333 1.344 -2.009  C2 1.555, O4 1.437, H5 1.093, H6 1.092
2 C 4.813 -0.041 -1.489  C1 1.555, O3 1.389, H7 1.095, H8 1.089
3 O 6.189 -0.141 -1.652  C2 1.389, H9 0.962
4 O 5.045 1.568 -3.238  C1 1.437, H10 0.960
5 H 4.561 2.078 -1.233  C1 1.093
6 H 3.266 1.459 -2.210  C1 1.092
7 H 4.325 -0.801 -2.108  C2 1.095
8 H 4.613 -0.135 -0.422  C2 1.089
9 H 6.409 0.117 -2.553  O3 0.962
10 H 4.834 2.424 -3.618  O4 0.960
11 C -0.685 -4.744 1.271  C12 1.523, O14 1.406, H15 1.093, H16 1.094
12 C -1.070 -4.494 -0.181  C11 1.523, O13 1.440, H17 1.093, H18 1.090
13 O -0.782 -3.175 -0.682  C12 1.440, H19 0.966
14 O 0.690 -5.012 1.387  C11 1.406, H20 0.960
15 H -1.256 -5.579 1.684  C11 1.093
16 H -0.960 -3.870 1.869  C11 1.094
17 H -2.163 -4.497 -0.207  C12 1.093
18 H -0.761 -5.238 -0.916  C12 1.090
19 H -0.036 -3.240 -1.292  O13 0.966
20 H 0.898 -5.417 2.232  O14 0.960
21 C -0.647 0.169 0.394  C22 1.514, O24 1.446, H25 1.091, H26 1.094
22 C 0.825 0.054 0.060  C21 1.514, O23 1.440, H27 1.091, H28 1.094
23 O 1.390 -1.217 0.431  C22 1.440, H29 0.963
24 O -1.523 -0.444 -0.580  C21 1.446, H30 0.969
25 H -1.043 1.184 0.437  C21 1.091
26 H -0.774 -0.188 1.420  C21 1.094
27 H 1.454 0.863 0.437  C22 1.091
28 H 0.987 0.128 -1.019  C22 1.094
29 H 1.546 -1.831 -0.294  O23 0.963
30 H -1.263 -1.375 -0.653  O24 0.969
31 C -4.738 -0.350 0.447  C32 1.557, O34 1.404, H35 1.094, H36 1.093
32 C -3.792 -0.988 1.506  C31 1.557, O33 1.401, H37 1.092, H38 1.090
33 O -3.476 -2.298 1.124  C32 1.401, H39 0.962
34 O -5.192 0.955 0.698  C31 1.404, H40 0.959
35 H -5.673 -0.908 0.345  C31 1.094
36 H -4.247 -0.391 -0.530  C31 1.093
37 H -4.407 -1.086 2.403  C32 1.092
38 H -2.921 -0.395 1.784  C32 1.090
39 H -2.795 -2.340 0.445  O33 0.962
40 H -5.418 1.386 -0.128  O34 0.959
41 C 0.269 1.344 -3.800  C42 1.541, O44 1.437, H45 1.091, H46 1.094
42 C 0.280 -0.048 -4.462  C41 1.541, O43 1.400, H47 1.094, H48 1.091
43 O 0.339 -0.997 -3.434  C42 1.400, H49 0.970
44 O -1.019 1.651 -3.241  C41 1.437, H50 0.966
45 H 0.574 2.153 -4.466  C41 1.091
46 H 1.066 1.384 -3.051  C41 1.094
47 H 1.195 -0.027 -5.060  C42 1.094
48 H -0.521 -0.097 -5.202  C42 1.091
49 H -0.586 -1.263 -3.315  O43 0.970
50 H -1.160 0.965 -2.576  O44 0.966
51 C -3.495 4.102 -0.432  C52 1.491, O54 1.419, H55 1.095, H56 1.094
52 C -2.187 3.924 -1.126  C51 1.491, O53 1.395, H57 1.091, H58 1.095
53 O -1.304 4.967 -0.846  C52 1.395, H59 0.963
54 O -4.287 5.153 -0.962  C51 1.419, H60 0.959
55 H -3.359 4.417 0.607  C51 1.095
56 H -4.095 3.187 -0.444  C51 1.094
57 H -2.247 3.882 -2.214  C52 1.091
58 H -1.826 2.932 -0.834  C52 1.095
59 H -1.025 4.837 0.066  O53 0.963
60 H -4.943 5.373 -0.297  O54 0.959
61 C -3.348 -1.090 -3.265  O62 1.429, H63 1.091, H64 1.089, H65 1.091
62 O -2.297 -2.022 -3.004  C61 1.429, H66 0.959
63 H -4.245 -1.352 -2.704  C61 1.091
64 H -3.079 -0.092 -2.921  C61 1.089
65 H -3.561 -1.004 -4.332  C61 1.091
66 H -2.602 -2.930 -2.949  O62 0.959
67 C 3.350 -2.745 2.462  O68 1.427, H69 1.091, H70 1.090, H71 1.093
68 O 3.461 -1.354 2.161  C67 1.427, H72 0.973
69 H 2.430 -3.001 2.990  C67 1.091
70 H 3.578 -3.397 1.619  C67 1.090
71 H 4.103 -2.883 3.242  C67 1.093
72 H 2.664 -1.182 1.630  O68 0.973
73 C 1.408 2.336 3.348  O74 1.416, H75 1.091, H76 1.092, H77 1.091
74 O 2.629 2.061 2.686  C73 1.416, H78 0.962
75 H 0.858 1.515 3.810  C73 1.091
76 H 1.605 3.093 4.110  C73 1.092
77 H 0.776 2.784 2.580  C73 1.091
78 H 3.165 1.472 3.227  O74 0.962
79 C 2.388 3.807 -0.238  O80 1.424, H81 1.093, H82 1.091, H83 1.090
80 O 3.412 3.922 0.745  C79 1.424, H84 0.966
81 H 2.143 4.840 -0.496  C79 1.093
82 H 2.743 3.428 -1.198  C79 1.091
83 H 1.484 3.313 0.118  C79 1.090
84 H 3.196 3.248 1.401  O80 0.966
85 C 0.052 -1.684 4.126  O86 1.435, H87 1.092, H88 1.095, H89 1.087
86 O 0.670 -1.091 5.277  C85 1.435, H90 0.959
87 H 0.283 -2.751 4.122  C85 1.092
88 H -1.038 -1.711 4.234  C85 1.095
89 H 0.251 -1.166 3.192  C85 1.087
90 H 0.545 -1.637 6.056  O86 0.959
91 C 2.681 -3.948 -1.680  O92 1.409, H93 1.093, H94 1.090, H95 1.090
92 O 1.740 -2.916 -1.870  C91 1.409, H96 0.963
93 H 3.575 -3.489 -1.250  C91 1.093
94 H 2.286 -4.627 -0.924  C91 1.090
95 H 2.958 -4.490 -2.585  C91 1.090
96 H 1.977 -2.408 -2.653  O92 0.963
97 C -2.148 2.819 3.551  O98 1.408, H99 1.089, H100 1.093, H101 1.099
98 O -2.890 3.996 3.335  C97 1.408, H102 0.961
99 H -1.127 2.982 3.894  C97 1.089
100 H -2.627 2.051 4.163  C97 1.093
101 H -1.910 2.183 2.687  C97 1.099
102 H -3.768 3.747 3.033  O98 0.961

The gap between HOMO and LUMO comes out at 0.3629 Ha. As for the relative energy (zero: lowest compared OMol25 entry of this formula, charge and spin): 42.1 kcal/mol. The multiplicity is 1. The net charge is 0. The LUMO energy comes out at 0.0074 Eh.



Entry 5:
Entry from OMol25: 3 unconnected molecules or ions with the total composition C2H9NO2 at a distorted geometry (ωB97M-V/def2-TZVPD).

Each atom is followed by the atoms it is bonded to, with distances in Å.
Positions of all 14 atoms, in Å:
1 C 1.539 -0.065 -0.195  C2 1.349, H4 1.079, H5 1.080
2 C 1.013 0.808 -1.078  C1 1.349, N3 1.377, H6 1.083
3 N -0.326 0.910 -1.385  C2 1.377, H7 0.998, H8 1.007
4 H 0.963 -0.531 0.590  C1 1.079
5 H 2.604 -0.231 -0.259  C1 1.080
6 H 1.674 1.491 -1.597  C2 1.083
7 H -0.993 0.608 -0.707  N3 0.998
8 H -0.597 1.775 -1.824  N3 1.007
9 H -0.524 0.493 2.197  O11 0.962
10 H -1.838 0.568 1.464  O11 0.951
11 O -1.410 0.864 2.260  H9 0.962, H10 0.951
12 H -0.242 -1.873 -0.344  O14 0.956
13 H -0.835 -2.809 0.694  O14 0.969
14 O -1.027 -2.008 0.183  H12 0.956, H13 0.969

The gap between HOMO and LUMO comes out at 0.3418 Ha. As for the relative energy (zero: lowest compared OMol25 entry of this formula, charge and spin): 11.0 kcal/mol. The SMILES is C=CN.O.O. The multiplicity is 1. The net charge is 0. The LUMO energy comes out at 0.0292 Eh.



Question: Look up the gap between HOMO and LUMO of the fifth one.
Answer: 0.3418 Ha